{
  "formula": "C5H9Br3NO",
  "method": "ωB97M-V/def2-TZVPD",
  "orbital_gap_ev": [8.45, 7.94],
  "charge": 1,
  "symbols": ["C", "C", "C", "C", "C", "N", "O", "Br", "Br", "Br", "H", "H", "H", "H", "H", "H", "H", "H", "H"],
  "coordinates": [[1.4222, -0.3490, -1.3355], [1.6298, -0.9521, 1.0774], [-1.0931, 0.6570, -0.9660], [0.6264, -0.7777, -0.0468], [-3.4861, 0.1815, 0.0671], [-0.4298, 0.1792, 0.2453], [1.1747, 0.6438, -1.9270], [-4.6562, 0.5744, -1.3506], [-2.9615, -1.5914, 0.4501], [-3.7177, 1.2065, 1.6403], [2.2478, -1.0143, -1.5757], [2.1262, -1.9670, 0.9512], [2.4689, -0.2076, 1.1233], [1.1902, -1.0617, 2.0478], [-0.8791, 1.6160, -1.1788], [-1.1894, -0.0459, -1.7334], [0.1072, -1.7872, -0.2331], [0.0436, 1.1458, 0.5094], [-1.0975, -0.0871, 1.0771]],
  "mulliken_charge": [-0.029, -1.444, -0.832, 0.246, -0.129, -0.113, -0.397, 0.084, 0.052, 0.074, 0.416, 0.380, 0.370, 0.436, 0.416, 0.463, 0.207, 0.461, 0.340]
}